No. 1
Entry from the OMol25 dataset: a molecular structure, C23H40BrN4S4Sb2Si3Tl at a distorted geometry (ωB97M-V/def2-TZVPD).

Element x y z (Å)
H1 11.506 19.034 10.260
H2 5.775 15.585 7.123
C1 12.379 18.585 10.695
C2 5.671 11.637 6.241
C3 14.336 8.624 7.886
H3 12.561 16.724 13.340
C4 6.121 12.509 8.286
H4 18.516 15.248 8.547
C5 13.332 8.626 6.897
H5 13.021 18.527 9.829
H6 17.523 17.610 6.748
C6 5.610 12.983 6.150
H7 17.395 17.732 11.107
C7 12.367 9.632 6.897
C8 7.438 8.173 6.890
C9 6.654 10.072 7.855
C10 11.470 17.021 13.086
H8 14.438 14.866 4.612
C11 17.206 18.105 7.669
H9 11.576 9.693 6.175
C12 17.688 15.249 9.285
H10 12.805 15.341 4.075
C13 7.153 9.665 9.118
Si1 16.759 16.933 9.040
H11 4.226 14.963 7.476
N1 5.658 13.490 7.392
H12 17.158 14.320 9.185
H13 10.901 16.231 13.597
H14 17.999 18.719 8.070
S1 14.386 13.515 8.132
H15 16.399 18.755 7.286
C14 8.026 7.686 8.028
H16 12.772 19.127 11.539
C15 5.281 14.815 7.717
H17 13.812 18.378 4.371
H18 15.632 17.526 11.248
H19 5.530 10.783 5.618
C16 13.198 10.548 8.813
H20 5.340 13.595 5.310
H21 11.607 17.831 7.510
C17 11.641 17.135 6.696
H22 11.025 16.259 7.060
H23 11.020 17.487 5.820
Tl1 9.562 12.163 7.621
S2 13.191 15.539 10.742
H24 9.888 16.914 9.370
H25 5.461 14.983 8.782
H26 8.363 8.063 10.069
C18 7.846 8.440 9.196
H27 14.753 18.809 5.780
Sb1 12.957 11.959 10.387
C19 13.446 15.144 4.947
N2 12.311 10.565 7.890
H28 15.131 7.907 7.917
H29 9.107 16.744 10.939
H30 16.383 18.919 10.532
H31 13.386 7.947 6.029
H32 13.015 14.223 5.500
S3 6.938 12.910 9.680
H33 7.081 10.423 9.899
C20 16.426 17.880 10.600
N3 6.673 9.234 6.788
C21 10.004 16.480 10.403
H34 11.197 17.968 13.482
N4 6.021 11.286 7.557
H35 18.096 15.271 10.338
H36 10.069 15.358 10.332
Si2 11.612 17.000 11.252
Si3 13.417 16.618 6.116
C22 14.455 17.964 5.166
H37 8.684 6.826 8.143
H38 14.970 9.675 9.680
H39 15.371 17.474 4.761
S4 10.603 12.493 10.204
H40 7.650 7.738 5.869
C23 14.202 9.591 8.927
Sb2 14.320 15.968 8.522
Br1 12.446 10.185 12.386

Computed properties:
**E_LUMO (spin up / spin down)**: 1.984 / 1.983 eV
**ΔE to the lowest compared entry with this formula, charge and spin**: 161.5 kJ/mol
**Net charge**: -1
**Spin multiplicity**: 2
**Total energy**: -185249.3425 eV

No. 2
Entry from the OMol25 dataset: a single C5H11NO2 molecule at a distorted geometry (ωB97M-V/def2-TZVPD).

Element x y z (Å)
O1 -0.584 -1.996 1.357
H1 1.109 -0.573 -3.219
H2 -2.270 1.071 1.677
H3 1.478 1.103 -1.287
H4 -0.704 0.713 -0.390
H5 2.096 -0.558 -1.055
H6 -0.426 0.341 -2.741
H7 -0.825 -1.945 -0.634
N1 0.801 0.514 1.312
H8 -0.307 -1.459 -2.264
C1 0.304 -0.409 -2.366
C2 -0.393 0.666 2.143
C3 1.125 0.093 -1.142
C4 0.130 0.028 0.082
H9 1.373 1.337 1.223
H10 -0.905 -0.321 2.364
H11 -0.128 1.284 3.063
O2 -1.422 1.488 1.647
C5 -0.453 -1.377 0.229

Computed properties:
**E_LUMO**: 0.544 eV
**ΔE to the lowest compared entry with this formula, charge and spin**: 345.1 kJ/mol
**SMILES string**: CC[C@@H](C=O)NCO
**Net charge**: 0
**Total energy**: -10945.6901 eV